No. 1
The following is a DFT calculation (ωB97M-V/def2-TZVPD) of the ion C5H13NOP with charge +1.

Its spin multiplicity is 1. Its HOMO energy (alpha / beta) is -11.01 / -11.35 eV. The energy relative to the best compared isomer or geometry (same formula, charge and spin) comes out at 70.2 kcal per mole. Its total charge is +1. The calculation puts the LUMO energy (alpha / beta) at -4.71 / -4.38 eV. The value obtained for the energy is -669.27908 Ha.

CARTESIAN COORDINATES (ANGSTROEM)
C: 1.012 0.284 0.129
C: -0.353 0.153 0.571
C: 1.142 1.001 -1.220
C: -2.172 -1.394 -0.247
C: -1.524 -0.073 -0.344
N: 1.897 0.999 1.154
O: -0.720 0.205 1.852
P: 1.733 -1.596 -0.019
H: 0.379 0.612 -1.822
H: 2.015 0.832 -1.713
H: 1.067 2.041 -1.027
H: -2.632 -1.518 0.665
H: -1.369 -2.173 -0.100
H: -2.946 -1.568 -1.036
H: -2.231 0.829 -0.143
H: -1.173 -0.047 -1.390
H: 2.222 0.333 1.889
H: 1.419 1.921 1.498
H: 2.733 1.171 0.569
H: -1.613 0.032 1.917
H: 1.115 -2.044 -1.183

Here are the Mulliken charges for atoms 1 to 6, given in e: atom 1 (C): 0.24, atom 2 (C): 0.11, atom 3 (C): -1.67, atom 4 (C): -1.14, atom 5 (C): -0.52, atom 6 (N): -0.23

No. 2
The following is a DFT calculation (ωB97M-V/def2-TZVPD) of the molecule C5H13NOS.

Its spin multiplicity is 1. Its SMILES is OCNCCCCS. Its HOMO energy is -9.18 eV. The energy relative to the best compared isomer or geometry (same formula, charge and spin) comes out at 34.1 kcal per mole. The calculation puts the LUMO energy at 0.92 eV. The value obtained for the energy is -726.44677 Ha.

CARTESIAN COORDINATES (ANGSTROEM)
O: 0.192 -1.727 -3.887
C: -0.320 -0.603 -3.101
N: 0.641 -0.410 -1.997
C: 0.050 0.574 -1.078
C: 0.792 0.589 0.244
C: 0.328 -0.533 1.208
C: -0.791 -0.302 2.203
S: -0.503 1.257 3.233
H: 0.952 -1.546 -4.454
H: -1.274 -0.965 -2.733
H: -0.265 0.311 -3.688
H: 0.840 -1.296 -1.546
H: 0.112 1.505 -1.680
H: -1.031 0.504 -0.855
H: 1.891 0.597 0.167
H: 0.667 1.574 0.723
H: 0.112 -1.374 0.564
H: 1.230 -0.811 1.758
H: -1.790 -0.154 1.673
H: -0.837 -1.230 2.799
H: 0.861 1.109 3.313

Here are the Mulliken charges for atoms 1 to 6, given in e: atom 1 (O): -0.57, atom 2 (C): -0.36, atom 3 (N): -0.36, atom 4 (C): -0.64, atom 5 (C): -0.61, atom 6 (C): -0.81